No. 1
{"formula": "C35H72BN2O7Si", "method": "wB97M-V/def2-TZVPD", "de_lowest_kcal_mol": 110.9, "homo_ev": -3.9, "spin_multiplicity": 1, "total_charge": -1, "fmax_ev_per_a": 4.6, "symbols": ["C", "C", "C", "B", "O", "C", "C", "C", "C", "C", "C", "C", "C", "C", "Si", "C", "C", "C", "C", "C", "C", "C", "C", "C", "C", "O", "C", "O", "H", "H", "H", "H", "H", "H", "H", "H", "H", "H", "H", "H", "H", "H", "H", "H", "H", "H", "H", "H", "H", "H", "H", "H", "H", "H", "H", "H", "H", "H", "H", "H", "H", "H", "H", "H", "H", "H", "H", "H", "H", "H", "C", "O", "C", "C", "N", "C", "C", "O", "C", "H", "H", "H", "H", "H", "H", "H", "H", "H", "H", "H", "H", "H", "H", "H", "C", "O", "C", "C", "N", "C", "C", "O", "C", "H", "H", "H", "H", "H", "H", "H", "H", "H", "H", "H", "H", "H", "H", "H"], "xyz": [[6.12, 1.81, -0.31], [6.14, 1.05, -1.74], [5.65, -0.48, -1.56], [4.29, -0.65, -0.63], [3.78, -2.02, -0.85], [2.33, -1.91, -0.99], [1.46, -3.11, -0.38], [0.08, -3.21, -1.22], [-1.23, -3.34, -0.29], [-2.48, -2.71, -1.14], [-3.89, -3.36, -0.75], [-5.16, -2.45, -1.09], [-5.48, -1.34, 0.06], [-6.54, -0.29, -0.54], [-6.14, 1.55, -0.19], [-5.74, 1.96, 1.64], [-7.76, 2.55, -0.60], [-4.82, 2.16, -1.44], [-3.64, 1.20, -1.81], [-2.52, 1.53, -2.82], [-2.54, 2.92, -3.52], [-3.70, 3.88, -3.17], [-4.83, 3.54, -2.15], [1.90, -0.38, -0.70], [1.42, 0.05, 0.76], [1.24, 1.51, 0.77], [-0.05, 1.82, 1.38], [3.17, 0.28, -0.99], [6.91, 2.65, -0.37], [6.47, 1.08, 0.50], [5.09, 2.21, -0.04], [5.60, 1.63, -2.55], [7.25, 1.01, -2.05], [6.50, -1.02, -0.99], [5.45, -0.97, -2.58], [4.57, -0.54, 0.54], [2.16, -2.01, -2.13], [1.26, -3.03, 0.74], [2.04, -4.09, -0.58], [0.00, -2.25, -1.84], [0.06, -4.10, -1.93], [-1.43, -4.42, 0.04], [-1.09, -2.62, 0.61], [-2.20, -2.90, -2.24], [-2.41, -1.58, -0.98], [-3.85, -3.70, 0.35], [-4.00, -4.32, -1.39], [-6.08, -3.15, -1.07], [-5.14, -2.00, -2.14], [-6.03, -1.93, 0.89], [-4.51, -0.85, 0.43], [-6.54, -0.41, -1.69], [-7.62, -0.47, -0.16], [-6.63, 1.59, 2.27], [-4.77, 1.49, 2.04], [-5.67, 3.09, 1.84], [-7.73, 2.86, -1.70], [-8.62, 1.85, -0.34], [-7.79, 3.48, 0.05], [-3.61, 0.20, -1.28], [-1.71, 0.74, -3.05], [-1.73, 3.23, -4.27], [-3.77, 4.90, -3.68], [-5.67, 4.27, -1.90], [1.15, 0.07, -1.45], [0.43, -0.47, 1.08], [2.20, -0.29, 1.54], [-0.22, 2.95, 1.36], [-0.07, 1.40, 2.46], [-0.90, 1.30, 0.81], [-4.02, 8.06, -0.76], [-2.64, 7.75, -0.90], [-1.78, 8.65, -0.21], [-1.13, 7.96, 1.00], [-2.11, 7.72, 2.06], [-1.64, 6.83, 3.12], [-1.26, 5.40, 2.74], [-2.36, 4.59, 2.33], [-2.75, 4.76, 0.97], [-4.58, 7.46, -1.47], [-4.37, 7.83, 0.25], [-4.21, 9.12, -0.98], [-2.28, 9.58, 0.08], [-0.98, 8.91, -0.91], [-0.33, 8.60, 1.39], [-0.69, 7.02, 0.65], [-2.95, 7.32, 1.66], [-2.45, 6.78, 3.86], [-0.78, 7.30, 3.62], [-0.86, 4.92, 3.64], [-0.45, 5.35, 2.00], [-1.90, 4.98, 0.32], [-3.51, 5.54, 0.90], [-3.21, 3.83, 0.63], [5.44, -4.70, -0.88], [6.57, -5.43, -0.42], [6.96, -5.08, 0.91], [6.66, -6.24, 1.88], [5.22, -6.39, 2.08], [4.85, -7.63, 2.77], [5.19, -8.96, 2.08], [4.46, -9.21, 0.88], [4.98, -8.57, -0.28], [5.33, -4.87, -1.95], [4.52, -5.06, -0.39], [5.55, -3.63, -0.71], [6.51, -4.15, 1.25], [8.04, -4.93, 0.89], [7.14, -6.03, 2.84], [7.10, -7.15, 1.45], [4.75, -6.36, 1.19], [3.76, -7.60, 2.89], [5.29, -7.63, 3.77], [4.91, -9.76, 2.76], [6.27, -9.08, 1.91], [6.08, -8.49, -0.25], [4.53, -7.59, -0.40], [4.71, -9.17, -1.15]], "lowdin_charge": [-0.148, -0.279, -0.150, -0.812, -0.075, -0.255, -0.127, -0.211, -0.204, -0.221, -0.222, -0.227, -0.251, -0.283, 0.537, -0.209, -0.211, -0.230, -0.068, -0.052, -0.067, -0.084, -0.080, -0.212, -0.154, -0.210, -0.117, -0.060, 0.056, 0.066, 0.074, 0.094, 0.083, 0.094, 0.093, 0.089, 0.145, 0.109, 0.108, 0.099, 0.111, 0.111, 0.104, 0.112, 0.089, 0.117, 0.112, 0.111, 0.107, 0.113, 0.092, 0.086, 0.083, 0.047, 0.039, 0.045, 0.031, 0.030, 0.035, 0.048, 0.093, 0.093, 0.083, 0.081, 0.149, 0.108, 0.144, 0.080, 0.099, 0.085, -0.117, -0.195, -0.207, -0.206, -0.057, -0.198, -0.228, -0.192, -0.096, 0.083, 0.074, 0.086, 0.118, 0.120, 0.121, 0.102, 0.061, 0.117, 0.115, 0.122, 0.106, 0.094, 0.068, 0.071, -0.095, -0.203, -0.206, -0.211, -0.050, -0.203, -0.228, -0.187, -0.097, 0.092, 0.065, 0.077, 0.128, 0.116, 0.118, 0.094, 0.067, 0.118, 0.113, 0.114, 0.106, 0.088, 0.071, 0.085]}

=====

No. 2
{"formula": "C35H73BN6O3", "method": "wB97M-V/def2-TZVPD", "homo_ev": -9.8, "spin_multiplicity": 1, "total_charge": 2, "fmax_ev_per_a": 3.7, "symbols": ["C", "N", "C", "C", "C", "C", "C", "C", "N", "O", "B", "O", "O", "C", "C", "C", "C", "H", "H", "H", "H", "H", "H", "H", "H", "H", "H", "H", "H", "H", "C", "C", "N", "C", "C", "C", "C", "H", "H", "H", "H", "H", "H", "H", "H", "H", "H", "H", "H", "H", "H", "H", "C", "C", "N", "C", "C", "C", "C", "H", "H", "H", "H", "H", "H", "H", "H", "H", "H", "H", "H", "H", "H", "H", "C", "C", "N", "C", "C", "C", "C", "H", "H", "H", "H", "H", "H", "H", "H", "H", "H", "H", "H", "H", "H", "H", "C", "C", "N", "C", "C", "C", "C", "H", "H", "H", "H", "H", "H", "H", "H", "H", "H", "H", "H", "H", "H", "H"], "xyz": [[-7.64, 2.77, 3.95], [-6.78, 2.26, 2.85], [-7.37, 2.15, 1.60], [-6.66, 1.64, 0.44], [-5.24, 1.24, 0.60], [-4.53, 0.74, -0.67], [-4.96, -0.54, -1.33], [-4.31, -1.00, -2.57], [-3.30, -0.29, -3.19], [-2.72, -0.69, -4.35], [-3.42, 0.06, -5.42], [-4.53, -0.48, -6.10], [-2.97, 1.32, -5.84], [-2.85, 0.87, -2.59], [-3.42, 1.45, -1.35], [-4.62, 1.40, 1.91], [-5.45, 1.91, 3.02], [-7.82, 1.94, 4.69], [-8.66, 3.06, 3.57], [-7.21, 3.64, 4.51], [-8.43, 2.47, 1.48], [-7.16, 1.56, -0.56], [-5.78, -1.18, -0.93], [-4.64, -1.96, -3.06], [-5.37, -0.23, -5.65], [-3.38, 2.03, -5.30], [-2.02, 1.40, -3.12], [-3.02, 2.41, -0.96], [-3.56, 1.13, 2.08], [-5.05, 2.07, 4.06], [-0.76, -0.73, 1.60], [-0.04, -0.51, 0.28], [0.61, 0.80, 0.16], [1.06, 1.10, -1.19], [2.15, 0.22, -1.79], [1.55, 1.14, 1.23], [2.74, 0.20, 1.45], [-1.50, 0.06, 1.78], [-1.29, -1.68, 1.57], [-0.07, -0.76, 2.44], [-0.80, -0.59, -0.51], [0.67, -1.33, 0.12], [1.39, 2.14, -1.24], [0.18, 1.05, -1.85], [3.13, 0.45, -1.37], [2.22, 0.40, -2.86], [1.95, -0.85, -1.65], [1.00, 1.21, 2.17], [1.93, 2.15, 1.06], [2.45, -0.86, 1.42], [3.18, 0.39, 2.43], [3.53, 0.36, 0.71], [4.75, -7.16, -3.20], [4.36, -6.26, -2.03], [5.00, -4.96, -2.06], [4.83, -4.21, -0.82], [3.41, -3.78, -0.44], [4.84, -4.18, -3.28], [3.41, -3.84, -3.72], [5.84, -7.29, -3.24], [4.31, -8.15, -3.06], [4.41, -6.77, -4.15], [4.65, -6.77, -1.11], [3.26, -6.17, -2.01], [5.47, -3.32, -0.84], [5.23, -4.81, 0.00], [3.06, -2.94, -1.04], [3.39, -3.45, 0.60], [2.69, -4.60, -0.53], [5.33, -4.71, -4.10], [5.41, -3.25, -3.19], [2.73, -4.69, -3.64], [3.42, -3.53, -4.77], [2.99, -3.01, -3.15], [9.03, -3.48, -3.65], [10.26, -3.95, -2.89], [10.09, -3.95, -1.44], [11.35, -4.13, -0.72], [12.08, -5.46, -0.89], [8.96, -4.70, -0.92], [8.89, -6.19, -1.25], [8.71, -2.49, -3.33], [9.25, -3.43, -4.72], [8.19, -4.17, -3.54], [11.07, -3.27, -3.15], [10.55, -4.94, -3.26], [11.18, -3.95, 0.34], [12.03, -3.33, -1.03], [11.59, -6.26, -0.33], [13.09, -5.38, -0.50], [12.16, -5.77, -1.94], [8.04, -4.23, -1.28], [8.91, -4.58, 0.16], [9.13, -6.40, -2.30], [7.87, -6.56, -1.07], [9.56, -6.78, -0.62], [-6.87, 7.30, 2.77], [-8.18, 7.07, 3.51], [-8.10, 7.31, 4.94], [-9.27, 6.83, 5.67], [-10.62, 7.50, 5.38], [-7.61, 8.62, 5.35], [-8.37, 9.85, 4.85], [-6.06, 6.69, 3.20], [-6.98, 7.01, 1.72], [-6.57, 8.34, 2.79], [-8.46, 6.02, 3.35], [-8.96, 7.68, 3.04], [-9.08, 6.89, 6.75], [-9.38, 5.76, 5.47], [-10.69, 8.48, 5.83], [-11.43, 6.89, 5.80], [-10.81, 7.59, 4.31], [-6.57, 8.71, 5.02], [-7.55, 8.66, 6.44], [-8.64, 9.78, 3.80], [-7.74, 10.74, 4.97], [-9.28, 10.03, 5.43]], "lowdin_charge": [0.009, -0.092, 0.030, 0.065, -0.108, -0.099, 0.081, 0.086, -0.084, 0.157, -0.577, 0.189, 0.180, 0.065, 0.095, 0.080, 0.059, 0.127, 0.114, 0.122, 0.156, 0.138, 0.137, 0.175, 0.130, 0.125, 0.164, 0.142, 0.118, 0.166, -0.084, -0.271, -0.197, -0.253, -0.075, -0.240, -0.072, 0.046, 0.077, 0.075, 0.097, 0.103, 0.117, 0.082, 0.067, 0.079, 0.052, 0.101, 0.119, 0.063, 0.081, 0.062, -0.083, -0.273, -0.189, -0.250, -0.090, -0.249, -0.084, 0.077, 0.076, 0.066, 0.118, 0.096, 0.111, 0.112, 0.035, 0.067, 0.068, 0.103, 0.114, 0.068, 0.074, 0.040, -0.092, -0.272, -0.195, -0.251, -0.088, -0.247, -0.080, 0.077, 0.074, 0.054, 0.119, 0.100, 0.111, 0.109, 0.055, 0.072, 0.067, 0.086, 0.114, 0.070, 0.061, 0.055, -0.095, -0.287, -0.201, -0.254, -0.081, -0.242, -0.078, 0.069, 0.068, 0.071, 0.095, 0.103, 0.115, 0.093, 0.062, 0.075, 0.068, 0.102, 0.119, 0.070, 0.079, 0.059]}